Record 1
A 2-piece molecular cluster, C5H11NO overall at a distorted geometry. Source: OMol25; level of theory: ωB97M-V/def2-TZVPD.

Geometry (Å):
C1 0.524 0.901 -1.241
C2 -0.184 0.848 0.110
C3 -1.635 0.699 -0.021
C4 -2.310 -0.483 0.332
N1 2.626 -0.116 0.831
C5 3.277 -1.061 -0.025
O1 -3.515 -0.657 0.174
H1 0.130 0.193 -1.968
H2 0.615 1.893 -1.684
H3 1.553 0.600 -1.000
H4 0.134 1.660 0.771
H5 0.207 -0.046 0.604
H6 -2.258 1.528 -0.345
H7 -1.731 -1.305 0.779
H8 3.222 -0.034 1.664
H9 2.650 -1.325 -0.877
H10 4.257 -0.735 -0.399
H11 3.462 -1.997 0.533

Values from the calculation:
Charge: 0
Total energy in hartree: -326.8567
Gap between HOMO and LUMO in hartree: 0.11663
Spin multiplicity: 1
Energy relative to the best compared isomer or geometry (same formula, charge and spin) in kJ/mol: 721.1



Record 2
C26H24BF2N6O6PS2W as an isolated structure at a distorted geometry. Source: OMol25; level of theory: ωB97M-V/def2-TZVPD.

Geometry (Å):
W1 -0.607 -0.149 0.114
O1 1.174 -0.375 1.267
N1 1.930 -1.443 1.354
C1 3.208 -1.288 1.753
C2 4.024 -2.371 1.906
C3 3.506 -3.650 1.648
C4 2.213 -3.782 1.228
C5 1.387 -2.652 1.039
S1 -0.192 -2.668 0.440
H1 3.501 -0.264 1.927
H2 5.048 -2.224 2.220
H3 4.129 -4.527 1.775
H4 1.780 -4.750 1.015
O2 2.348 1.922 -0.449
C6 1.470 2.422 0.168
N2 0.200 1.858 0.495
C7 -0.435 2.817 1.175
O3 -1.556 2.721 1.688
C8 0.339 4.084 1.293
C9 0.029 5.314 1.819
C10 1.002 6.311 1.736
C11 2.230 6.054 1.143
C12 2.506 4.801 0.595
C13 1.531 3.838 0.680
H5 -0.937 5.496 2.273
H6 0.797 7.299 2.130
H7 2.977 6.837 1.109
H8 3.452 4.585 0.113
O4 -3.013 -1.527 3.152
S2 -2.596 -0.148 3.145
O5 -1.933 0.324 4.340
N3 -1.852 0.256 1.796
C14 -2.396 1.393 1.156
O6 -2.206 1.327 -0.142
C15 -3.767 1.667 1.715
C16 -4.716 2.557 1.252
C17 -5.901 2.681 1.967
C18 -6.116 1.934 3.125
C19 -5.157 1.039 3.581
C20 -3.991 0.918 2.847
H9 -4.537 3.123 0.346
H10 -6.666 3.368 1.624
H11 -7.045 2.048 3.673
H12 -5.316 0.442 4.472
F1 -3.164 -0.519 -1.739
B1 -2.169 -1.147 -1.039
F2 -2.338 -2.509 -1.204
C21 0.805 -0.322 -5.128
N4 0.767 -1.604 -4.437
C22 2.134 -2.060 -4.217
N5 2.967 -1.098 -3.487
C23 2.931 0.180 -4.194
N6 1.586 0.702 -4.432
C24 0.958 1.123 -3.170
P1 0.819 -0.256 -1.920
C25 0.064 -1.460 -3.146
C26 2.541 -0.947 -2.087
H13 -0.216 0.042 -5.253
H14 1.250 -0.472 -6.115
H15 2.601 -2.241 -5.189
H16 2.109 -2.997 -3.657
H17 3.416 0.044 -5.164
H18 3.497 0.916 -3.617
H19 -0.054 1.485 -3.356
H20 1.542 1.948 -2.754
H21 -0.958 -1.136 -3.338
H22 0.006 -2.430 -2.651
H23 2.559 -1.921 -1.594
H24 3.243 -0.290 -1.569

Values from the calculation:
<S²>: 0.7561
Charge: -1
Total energy in hartree: -3214.7461
Gap between HOMO and LUMO (spin up / spin down) in hartree: 0.19121 / 0.17907
Spin multiplicity: 2
Energy relative to the best compared isomer or geometry (same formula, charge and spin) in kJ/mol: 108.7



Record 3
A 2-piece molecular cluster, BH5N2 overall at a distorted geometry. Source: OMol25; level of theory: ωB97M-V/def2-TZVPD.

Geometry (Å):
B1 -0.135 -0.587 0.486
N1 -1.392 -0.093 0.587
N2 1.239 0.592 -1.408
H1 0.684 -1.264 1.057
H2 -1.885 -0.321 1.399
H3 -1.974 0.367 -0.061
H4 0.672 -0.058 -1.874
H5 1.896 -0.114 -1.008

Values from the calculation:
Charge: 0
Total energy in hartree: -137.2514
Gap between HOMO and LUMO (spin up / spin down) in hartree: 0.29973 / 0.31267
Spin multiplicity: 1
Energy relative to the best compared isomer or geometry (same formula, charge and spin) in kJ/mol: 492.9



Record 4
A single CH2N4O molecule at a distorted geometry. Source: OMol25; level of theory: ωB97M-V/def2-TZVPD.

Geometry (Å):
N1 -0.417 -1.551 0.010
C1 0.193 -0.432 -0.127
N2 1.331 0.197 -0.540
O1 1.076 1.545 -0.284
N3 -0.095 1.772 0.236
N4 -0.615 0.616 0.328
H1 0.033 -2.397 -0.283
H2 -1.505 0.251 0.660

Values from the calculation:
Charge: 0
Total energy in hartree: -333.4136
Gap between HOMO and LUMO (spin up / spin down) in hartree: 0.30030 / 0.30032
Spin multiplicity: 1
Energy relative to the best compared isomer or geometry (same formula, charge and spin) in kJ/mol: 352.2



Record 5
Br2H8O4Pt as an isolated structure. Source: OMol25; level of theory: ωB97M-V/def2-TZVPD.

Geometry (Å):
Pt1 -0.062 -0.685 0.426
Br1 -2.648 -1.284 3.107
Br2 1.904 -3.960 0.665
O1 1.832 0.229 -1.779
H1 2.216 -0.394 -2.396
H2 2.179 1.079 -2.050
O2 -1.886 -1.809 -1.609
H3 -2.420 -1.323 -2.238
H4 -2.116 -2.726 -1.757
O3 -1.406 2.231 -0.195
H5 -2.106 2.826 0.072
H6 -1.002 2.659 -0.950
O4 1.664 0.781 2.682
H7 2.577 1.065 2.648
H8 1.273 1.313 3.376

Values from the calculation:
<S²>: 2.2012
Charge: 0
Total energy in hartree: -5572.8931
Gap between HOMO and LUMO (spin up / spin down) in hartree: 0.27303 / 0.14147
Spin multiplicity: 3
Energy relative to the best compared isomer or geometry (same formula, charge and spin) in kJ/mol: 485.2



Record 6
C40H51CrN4OP2SSi2 as an isolated structure at a distorted geometry. Source: OMol25; level of theory: ωB97M-V/def2-TZVPD.

Geometry (Å):
Cr1 -1.256 0.043 -0.309
C1 0.933 -1.750 -4.417
Si1 -0.200 -2.072 -2.961
C2 0.170 -3.712 -2.138
C3 -1.910 -2.186 -3.681
N1 -0.013 -0.756 -1.810
P1 1.371 -0.264 -1.145
C4 0.702 0.865 -0.018
P2 0.337 0.938 1.658
N2 -1.297 0.996 1.332
Si2 -2.397 2.312 1.844
C5 -4.102 1.757 1.359
C6 -2.287 2.478 3.689
C7 -1.864 3.890 1.020
C8 1.065 2.475 2.298
C9 1.545 3.419 1.380
C10 2.129 4.598 1.827
C11 2.238 4.848 3.189
C12 1.759 3.921 4.109
C13 1.180 2.741 3.669
C14 0.600 -0.194 3.049
C15 -0.486 -0.803 3.671
C16 -0.290 -1.592 4.799
C17 0.992 -1.789 5.297
C18 2.083 -1.202 4.665
C19 1.887 -0.397 3.550
C20 2.372 0.799 -2.227
C21 1.691 1.629 -3.120
C22 2.376 2.588 -3.847
C23 3.749 2.738 -3.676
C24 4.431 1.929 -2.778
C25 3.745 0.960 -2.053
C26 2.511 -1.590 -0.697
C27 2.636 -2.048 0.610
C28 3.465 -3.122 0.904
C29 4.177 -3.747 -0.112
C30 4.078 -3.282 -1.418
C31 3.253 -2.204 -1.713
H1 0.331 -1.428 -5.276
H2 1.467 -2.662 -4.715
H3 1.670 -0.967 -4.228
H4 -0.681 -4.394 -2.251
H5 0.372 -3.586 -1.069
H6 1.049 -4.200 -2.576
H7 -1.943 -3.122 -4.257
H8 -2.135 -1.369 -4.377
H9 -2.696 -2.235 -2.927
H10 -4.569 1.197 2.175
H11 -4.058 1.103 0.488
H12 -4.758 2.605 1.123
H13 -1.891 1.579 4.172
H14 -3.289 2.658 4.096
H15 -1.652 3.323 3.969
H16 -1.255 3.667 0.140
H17 -1.258 4.488 1.707
H18 -2.722 4.497 0.706
H19 1.462 3.210 0.320
H20 2.496 5.323 1.109
H21 2.703 5.764 3.536
H22 1.842 4.117 5.171
H23 0.815 2.029 4.398
H24 -1.481 -0.659 3.266
H25 -1.140 -2.055 5.286
H26 1.142 -2.392 6.186
H27 3.082 -1.355 5.053
H28 2.735 0.086 3.079
H29 0.621 1.507 -3.235
H30 1.846 3.222 -4.548
H31 4.288 3.486 -4.245
H32 5.499 2.049 -2.642
H33 4.285 0.334 -1.351
H34 2.090 -1.554 1.398
H35 3.558 -3.471 1.926
H36 4.817 -4.592 0.115
H37 4.648 -3.755 -2.209
H38 3.194 -1.839 -2.730
O1 -0.334 -1.501 0.795
N3 -0.906 -2.663 1.058
C32 -0.253 -3.533 1.861
C33 -0.804 -4.754 2.142
C34 -2.040 -5.082 1.588
C35 -2.687 -4.171 0.784
C36 -2.107 -2.927 0.524
S1 -2.828 -1.703 -0.444
H39 0.696 -3.188 2.240
H40 -0.269 -5.438 2.787
H41 -2.489 -6.047 1.786
H42 -3.648 -4.386 0.338
C37 -2.098 1.390 -3.706
C38 -2.930 1.413 -2.410
C39 -3.391 2.841 -2.114
C40 -4.137 0.478 -2.536
N4 -2.091 0.943 -1.317
H43 -2.774 1.355 -4.562
H44 -1.446 0.517 -3.733
H45 -1.483 2.290 -3.781
H46 -3.886 3.233 -3.005
H47 -2.540 3.481 -1.879
H48 -4.095 2.864 -1.278
H49 -4.757 0.811 -3.371
H50 -4.738 0.495 -1.623
H51 -3.813 -0.549 -2.725

Values from the calculation:
Charge: +1
Total energy in hartree: -4553.2924
Gap between HOMO and LUMO (spin up / spin down) in hartree: 0.28854 / 0.22424
Spin multiplicity: 1



Record 7
C19H15AsN2S5Ti as an isolated structure at a distorted geometry. Source: OMol25; level of theory: ωB97M-V/def2-TZVPD.

Geometry (Å):
Ti1 -1.080 0.732 -1.151
S1 3.048 1.099 0.499
C1 2.072 2.184 1.450
C2 2.470 3.022 2.479
C3 1.515 3.834 3.066
C4 0.193 3.808 2.625
C5 -0.207 2.967 1.602
C6 0.741 2.135 1.009
N1 0.512 1.233 -0.020
C7 1.630 0.639 -0.417
C8 1.614 -0.202 -1.570
C9 2.764 -0.770 -2.140
C10 2.657 -1.470 -3.318
C11 1.410 -1.607 -3.936
C12 0.275 -1.056 -3.364
C13 0.335 -0.341 -2.163
H1 3.504 3.049 2.798
H2 1.804 4.499 3.870
H3 -0.536 4.467 3.080
H4 -1.228 2.968 1.238
H5 3.727 -0.643 -1.655
H6 3.540 -1.899 -3.777
H7 1.335 -2.141 -4.876
H8 -0.680 -1.175 -3.862
S2 -4.743 2.719 -3.346
As1 -3.207 1.930 -2.179
S3 -2.972 -0.290 -2.278
S4 -1.111 2.541 -2.670
S5 -3.352 2.294 -0.069
N2 -1.852 -0.320 0.730
C14 -1.390 -1.626 1.096
C15 -1.242 -1.977 2.434
C16 -0.786 -3.241 2.779
C17 -0.479 -4.167 1.796
C18 -0.624 -3.819 0.460
C19 -1.073 -2.557 0.108
H9 -1.951 0.274 1.541
H10 -2.770 -0.363 0.280
H11 -1.480 -1.257 3.209
H12 -0.682 -3.506 3.824
H13 -0.134 -5.157 2.067
H14 -0.375 -4.528 -0.320
H15 -1.190 -2.281 -0.930

Values from the calculation:
<S²>: 0.7591
Charge: -1
Total energy in hartree: -5918.9503
Gap between HOMO and LUMO (spin up / spin down) in hartree: 0.22539 / 0.23873
Spin multiplicity: 2
Energy relative to the best compared isomer or geometry (same formula, charge and spin) in kJ/mol: 26.2



Record 8
A single C4H6O2 molecule. Source: OMol25; level of theory: ωB97M-V/def2-TZVPD.

Geometry (Å):
C1 -0.917 -1.091 -0.153
C2 0.060 0.008 0.177
C3 -0.295 1.436 0.104
O1 -0.196 0.774 1.348
C4 1.517 -0.248 -0.082
O2 1.919 -0.969 -0.962
H1 -0.961 -1.807 0.675
H2 -1.925 -0.699 -0.316
H3 -0.579 -1.616 -1.050
H4 0.474 2.189 -0.079
H5 -1.297 1.690 -0.241
H6 2.199 0.332 0.579

Values from the calculation:
SMILES string: C[C@@]1(C=O)CO1
Charge: 0
Total energy in hartree: -306.4406
Gap between HOMO and LUMO in hartree: 0.40274
Spin multiplicity: 1
Energy relative to the best compared isomer or geometry (same formula, charge and spin) in kJ/mol: 172.4



Record 9
C4H22O9Sr as an isolated structure at a distorted geometry. Source: OMol25; level of theory: ωB97M-V/def2-TZVPD.

Geometry (Å):
Sr1 -0.775 -1.150 -0.166
O1 0.274 -4.433 1.083
H1 0.010 -5.042 1.772
H2 0.844 -4.949 0.512
O2 -3.476 -0.151 -2.364
H3 -3.752 0.456 -3.051
H4 -4.149 -0.832 -2.361
O3 2.436 -0.292 0.581
H5 2.982 0.486 0.468
H6 2.943 -0.857 1.165
O4 0.574 -3.045 -2.628
H7 1.356 -2.990 -3.177
H8 0.030 -3.711 -3.050
O5 -3.417 -3.281 -0.252
H9 -4.165 -3.108 -0.824
H10 -3.729 -3.952 0.355
C1 1.373 2.876 -2.044
C2 2.879 3.029 -2.257
O6 3.713 2.608 -1.129
O7 0.977 1.543 -2.378
H11 0.769 3.601 -2.588
H12 1.112 3.014 -0.994
H13 3.034 4.047 -2.614
H14 3.137 2.512 -3.181
H15 4.578 2.994 -1.288
H16 1.762 1.226 -2.829
C3 -0.980 1.712 2.984
C4 -1.041 0.534 3.929
O8 -0.650 -0.642 3.310
O9 -1.900 1.380 1.913
H17 -0.001 1.819 2.518
H18 -1.202 2.691 3.410
H19 -1.901 0.555 4.598
H20 -0.278 0.711 4.687
H21 -0.718 -1.340 3.965
H22 -2.648 1.981 1.926

Values from the calculation:
Charge: +2
Total energy in hartree: -872.9472
Gap between HOMO and LUMO in hartree: 0.32160
Spin multiplicity: 1
Energy relative to the best compared isomer or geometry (same formula, charge and spin) in kJ/mol: 420.1



Record 10
A 2-piece molecular cluster, C4H12 overall at a distorted geometry. Source: OMol25; level of theory: ωB97M-V/def2-TZVPD.

Geometry (Å):
C1 -0.829 0.531 -1.242
C2 -1.477 1.734 -1.913
H1 -0.402 -0.156 -1.990
H2 0.099 0.832 -0.754
H3 -1.571 -0.076 -0.734
H4 -2.064 2.260 -1.147
H5 -2.226 1.423 -2.637
H6 -0.772 2.483 -2.261
C3 0.891 -1.703 1.112
C4 1.389 -0.579 2.080
H7 0.021 -1.269 0.638
H8 1.635 -1.964 0.351
H9 0.863 -2.651 1.647
H10 0.763 0.299 1.928
H11 1.280 -0.886 3.115
H12 2.399 -0.278 1.806

Values from the calculation:
SMILES string: CC.CC
Charge: 0
Total energy in hartree: -159.5635
Gap between HOMO and LUMO in hartree: 0.46031
Spin multiplicity: 1
Energy relative to the best compared isomer or geometry (same formula, charge and spin) in kJ/mol: 56.5



Record 11
A 2-piece molecular cluster, C28H56Cl2NO4S4 overall at a distorted geometry. Source: OMol25; level of theory: ωB97M-V/def2-TZVPD.

Geometry (Å):
C1 -4.494 -0.932 2.905
C2 -4.073 -2.516 2.793
C3 -3.893 -3.041 1.219
C4 -2.916 -4.370 1.268
C5 -2.808 -5.171 -0.178
C6 -1.582 -4.594 -1.141
C7 -0.072 -4.938 -0.526
C8 0.992 -4.284 -1.638
N1 1.851 -3.180 -1.073
C9 1.083 -1.973 -0.625
C10 1.289 -0.604 -1.490
C11 0.561 -0.641 -2.996
C12 -1.058 -0.764 -2.777
C13 -1.978 -0.180 -4.000
C14 -1.472 1.243 -4.638
C15 -1.286 2.463 -3.559
C16 -2.639 3.406 -3.528
C17 3.069 -2.874 -1.903
S1 3.169 -3.331 -3.574
S2 4.645 -2.013 -1.248
C18 4.334 -1.241 0.428
C19 5.483 -0.090 0.819
C20 4.672 1.193 1.474
S3 4.505 1.112 3.350
C21 3.706 -0.483 3.927
C22 2.142 -0.335 4.413
C23 1.143 -0.397 3.109
C24 -0.350 0.273 3.392
S4 -1.011 1.064 1.791
O1 -1.400 -0.129 0.847
O2 0.128 1.953 1.200
Cl1 -2.789 2.137 2.156
C25 3.370 2.593 3.760
C26 3.739 3.219 5.255
O3 4.309 2.365 6.126
Cl2 3.385 5.018 5.576
H1 -3.581 -0.323 3.374
H2 -5.386 -0.772 3.679
H3 -4.829 -0.450 1.891
H4 -4.919 -3.150 3.343
H5 -3.051 -2.642 3.368
H6 -4.990 -3.335 0.858
H7 -3.480 -2.178 0.509
H8 -3.452 -5.134 2.012
H9 -1.838 -4.125 1.712
H10 -2.809 -6.337 -0.080
H11 -3.810 -4.891 -0.764
H12 -1.759 -3.416 -1.185
H13 -1.608 -5.034 -2.235
H14 0.046 -6.104 -0.440
H15 0.095 -4.426 0.538
H16 0.408 -3.930 -2.608
H17 1.716 -5.193 -1.913
H18 1.409 -1.756 0.503
H19 -0.096 -2.152 -0.558
H20 0.686 0.247 -0.907
H21 2.399 -0.202 -1.538
H22 0.922 0.335 -3.534
H23 0.896 -1.554 -3.645
H24 -1.295 -1.932 -2.713
H25 -1.456 -0.312 -1.764
H26 -2.180 -0.997 -4.846
H27 -3.055 0.033 -3.532
H28 -0.414 1.047 -5.126
H29 -2.185 1.572 -5.535
H30 -0.324 3.074 -3.915
H31 -1.079 2.019 -2.493
H32 -3.170 3.246 -2.478
H33 -3.341 3.046 -4.402
H34 -2.333 4.551 -3.645
H35 4.478 -2.094 1.238
H36 3.306 -0.685 0.500
H37 6.012 0.302 -0.177
H38 6.318 -0.531 1.516
H39 3.644 1.427 0.920
H40 5.354 2.147 1.256
H41 4.316 -0.830 4.893
H42 3.762 -1.373 3.170
H43 1.951 0.584 5.112
H44 1.904 -1.315 5.052
H45 0.957 -1.540 2.844
H46 1.717 0.106 2.213
H47 -0.194 1.082 4.231
H48 -1.102 -0.582 3.692
H49 2.233 2.344 3.632
H50 3.616 3.464 2.992
C27 -1.099 7.191 -2.253
C28 -1.505 8.016 -3.456
O4 -2.857 7.747 -3.795
H51 -1.219 6.122 -2.461
H52 -0.058 7.383 -1.981
H53 -1.737 7.420 -1.392
H54 -0.881 7.768 -4.319
H55 -1.401 9.086 -3.250
H56 -3.405 7.979 -3.025

Values from the calculation:
Charge: +1
Total energy in hartree: -3968.4875
Gap between HOMO and LUMO in hartree: 0.23866
Spin multiplicity: 1



Record 12
A single C5H11NO molecule. Source: OMol25; level of theory: ωB97M-V/def2-TZVPD.

Geometry (Å):
C1 -2.460 0.123 -0.651
C2 -1.013 -0.322 -0.392
C3 -0.661 -0.465 1.095
N1 0.790 -0.402 1.095
C4 1.209 0.364 0.037
O1 0.918 1.687 -0.048
C5 2.604 0.087 -0.479
H1 -2.672 0.253 -1.720
H2 -3.216 -0.601 -0.284
H3 -2.706 1.075 -0.155
H4 -0.838 -1.271 -0.914
H5 -0.050 1.667 -0.167
H6 -1.078 0.369 1.675
H7 -0.984 -1.388 1.603
H8 1.274 -1.284 1.181
H9 2.577 0.085 -1.570
H10 3.014 -0.867 -0.131
H11 3.291 0.890 -0.174

Values from the calculation:
Charge: 0
Total energy in hartree: -326.9810
Gap between HOMO and LUMO (spin up / spin down) in hartree: 0.27592 / 0.27585
Spin multiplicity: 1
Energy relative to the best compared isomer or geometry (same formula, charge and spin) in kJ/mol: 394.7



Q: What is the spin multiplicity in the twelfth record?
A: 1



Q: Among the records above, which one has the highest total energy?
A: BH5N2